DFT (ωB97M-V with the def2-TZVPD basis set) results for the ion C6H11N2 with charge +1 at a distorted geometry.

lowest unoccupied orbital energy (spin up / spin down) = -0.1134 / -0.2802 Ha
2S+1 = 3
HOMO energy (spin up / spin down) = -0.39103 / -0.50434 hartree
total energy = -344.24251 hartree
frontier orbital gap (spin up / spin down) = 7.56 / 6.10 eV
total charge = +1

Each atom is followed by the atoms it is bonded to, with distances in Å.
Cartesian coordinates (Å):
1 H -2.85763 -1.13859 0.84230  C8 1.090
2 N 1.46695 -1.37355 -0.43841  C9 1.379, C17 1.290
3 N -0.43798 0.45271 0.20351  C6 1.500, H11 1.022, C12 1.431, C14 1.534
4 H 0.25421 0.33250 -1.63812  C12 1.087
5 H 0.56157 0.23468 1.99047  C14 1.156
6 C -0.76283 -1.01140 0.15617  N3 1.500, C8 1.301, C17 1.423
7 H -1.14341 1.30892 -1.69949  C12 1.125
8 C -1.89222 -1.53809 0.53108  H1 1.090, C6 1.301, H15 1.109
9 C 1.95779 -0.28741 0.25419  N2 1.379, H13 1.066, C14 1.517, H18 0.998
10 H 1.18381 1.64482 0.89259  C14 1.116
11 H -1.19736 0.82598 0.77631  N3 1.022
12 C -0.24308 1.10367 -1.05621  N3 1.431, H4 1.087, H7 1.125, H19 1.075
13 H 2.43850 0.32892 -0.47071  C9 1.066
14 C 0.90470 0.56478 0.93658  N3 1.534, H5 1.156, C9 1.517, H10 1.116
15 H -1.82736 -2.63462 0.37854  C8 1.109
16 H -0.02236 -2.49681 -1.17423  C17 1.031
17 C 0.24728 -1.79227 -0.47214  N2 1.290, C6 1.423, H16 1.031
18 H 2.73687 -0.47913 0.84793  C9 0.998
19 H 0.37885 1.98100 -1.05319  C12 1.075